A molecular structure, C51H34Cl5F9OP2RhS5Si in a non-equilibrium geometry. Source: OMol25; level of theory: ωB97M-V/def2-TZVPD.

ORCA input file:
```
! RIJCOSX wB97M-V def2-TZVPD def2/J DEFGRID3
* xyz -1 1
Rh 0.12 0.14 -0.08
C 2.96 0.00 -2.58
Si 1.36 -0.67 -1.88
C 1.95 -2.36 -1.27
C 2.43 -3.32 -2.17
C 2.99 -4.50 -1.73
C 3.11 -4.74 -0.37
C 2.65 -3.80 0.54
C 2.07 -2.60 0.10
P 1.37 -1.38 1.30
C 2.65 -1.58 2.58
C 2.44 -2.40 3.69
C 3.50 -2.70 4.53
C 4.77 -2.21 4.27
C 4.97 -1.38 3.18
C 3.92 -1.07 2.33
C -0.10 -2.30 1.85
C -1.04 -1.53 2.69
C -2.33 -1.85 2.75
C -2.86 -2.88 1.86
C -1.87 -3.82 1.18
C -0.45 -3.47 1.31
C 0.10 -0.76 -3.30
C 0.22 -1.61 -4.40
C -0.79 -1.70 -5.35
C -1.93 -0.93 -5.23
C -2.05 -0.03 -4.18
C -1.05 0.04 -3.23
P -0.92 1.28 -1.91
C -0.03 2.56 -2.89
C 1.34 2.76 -2.81
C 1.97 3.72 -3.60
C 1.23 4.47 -4.50
C -0.14 4.25 -4.61
C -0.76 3.30 -3.83
C -2.46 2.12 -1.58
C -3.66 1.42 -1.64
C -4.88 2.01 -1.38
C -4.88 3.37 -1.04
C -3.72 4.09 -0.93
C -2.40 3.51 -1.11
H 3.59 -0.85 -2.86
H 3.51 0.59 -1.85
H 2.81 0.61 -3.47
H 2.35 -3.15 -3.24
H 3.35 -5.23 -2.45
H 3.54 -5.66 -0.01
H 2.74 -4.00 1.60
H 1.45 -2.80 3.88
H 3.33 -3.34 5.39
H 5.59 -2.47 4.92
H 5.96 -0.97 2.98
H 4.08 -0.43 1.47
H -0.61 -0.73 3.29
H -3.00 -1.36 3.44
H -3.81 -3.33 2.14
H -2.14 -4.86 1.07
H 0.25 -4.12 0.81
H 1.10 -2.23 -4.52
H -0.69 -2.40 -6.18
H -2.73 -1.02 -5.96
H -2.93 0.60 -4.10
H 1.92 2.18 -2.12
H 3.04 3.87 -3.50
H 1.72 5.22 -5.10
H -0.72 4.83 -5.32
H -1.83 3.13 -3.93
H -3.63 0.37 -1.93
H -5.80 1.46 -1.47
H -5.82 3.88 -0.87
H -3.76 5.14 -0.67
H -1.83 4.12 -1.81
F 3.13 2.89 5.07
C 2.53 2.41 3.95
F 2.10 3.49 3.26
F 3.47 1.82 3.22
C 1.34 1.42 4.24
O 1.02 0.70 3.18
C 1.77 0.54 5.48
F 1.01 -0.57 5.54
F 3.05 0.15 5.37
F 1.65 1.15 6.68
C 0.13 2.29 4.74
F 0.45 3.26 5.62
F -0.80 1.51 5.32
F -0.47 2.90 3.71
Cl -1.78 1.30 1.36
C -0.71 2.52 0.77
C 0.56 2.07 0.44
C 1.50 3.04 0.19
Cl 3.16 2.60 0.03
C 1.10 4.41 0.09
Cl 2.30 5.61 -0.25
C -0.22 4.74 0.14
Cl -0.75 6.35 -0.20
C -1.27 3.77 0.43
Cl -2.29 4.40 1.76
C -5.02 -1.04 0.39
S -5.07 -2.35 -0.84
C -3.76 -3.32 -0.49
C -2.64 -2.82 0.32
S -1.85 -1.51 -0.65
S -1.00 -4.46 -2.16
C -2.21 -5.48 -1.73
S -2.33 -7.13 -1.82
S -3.87 -4.84 -1.21
H -5.88 -0.40 0.17
H -4.10 -0.47 0.28
H -5.12 -1.46 1.38
*
```

Results
Highest occupied orbital energy (alpha / beta) = -4.895 / -4.895 eV
HOMO-LUMO gap (alpha / beta) = 5.18 / 5.17 eV
Total energy = -226195.65854 eV


A molecular structure, C51H38IN6PTa. Source: OMol25; level of theory: ωB97M-V/def2-TZVPD.

ORCA input file:
```
! RIJCOSX wB97M-V def2-TZVPD def2/J DEFGRID3
* xyz 1 1
Ta 0.45 -0.33 1.58
C 3.16 -0.11 5.49
C 1.96 0.02 4.76
N 1.92 0.34 3.50
C 3.10 0.60 2.87
C 4.35 0.44 3.48
C 4.35 0.07 4.85
C 5.52 0.67 2.71
C 5.41 1.04 1.40
C 4.14 1.23 0.79
C 3.00 1.05 1.53
N 1.67 1.24 1.09
C 1.28 2.50 0.65
C 2.07 3.53 0.21
C 1.50 4.78 -0.11
C 0.16 5.00 0.02
C -0.69 3.96 0.48
C -2.08 4.10 0.69
C -2.79 3.04 1.16
C -2.13 1.83 1.43
N -0.83 1.65 1.25
C -0.12 2.72 0.78
H 3.12 -0.36 6.54
H 1.01 -0.15 5.26
H 5.29 -0.05 5.37
H 6.49 0.54 3.17
H 6.30 1.20 0.81
H 4.08 1.52 -0.25
H 3.14 3.41 0.13
H 2.15 5.57 -0.45
H -0.28 5.96 -0.21
H -2.56 5.04 0.47
H -3.85 3.10 1.34
H -2.70 0.98 1.77
C -3.00 0.45 -4.51
C -2.28 1.70 -4.09
C -2.47 2.86 -4.84
C -1.78 4.03 -4.56
C -0.87 4.07 -3.52
C -0.68 2.93 -2.76
C -1.39 1.75 -3.01
P -0.96 0.36 -1.92
C -0.81 -1.06 -3.06
C -1.66 -2.16 -2.97
C -1.48 -3.27 -3.78
C -0.45 -3.29 -4.70
C 0.39 -2.19 -4.80
C 0.23 -1.07 -3.99
C 1.18 0.08 -4.16
C -2.48 0.01 -0.97
C -3.67 0.70 -1.16
C -4.76 0.48 -0.34
C -4.67 -0.43 0.70
C -3.47 -1.10 0.92
C -2.36 -0.87 0.12
C -1.06 -1.50 0.46
H -3.86 0.70 -5.13
H -3.35 -0.14 -3.66
H -2.34 -0.20 -5.09
H -3.16 2.84 -5.67
H -1.94 4.91 -5.17
H -0.31 4.96 -3.30
H 0.05 2.93 -1.96
H -2.48 -2.15 -2.26
H -2.16 -4.12 -3.69
H -0.31 -4.14 -5.35
H 1.19 -2.20 -5.53
H 2.07 -0.23 -4.70
H 1.50 0.49 -3.19
H 0.72 0.90 -4.70
H -3.75 1.41 -1.97
H -5.69 1.02 -0.52
H -5.52 -0.62 1.34
H -3.40 -1.80 1.74
H -0.58 -1.89 -0.43
H -1.20 -2.34 1.14
I 2.19 -1.40 -0.63
C 2.00 -3.31 0.10
C 2.32 -4.36 -0.71
C 2.27 -5.67 -0.20
C 1.92 -5.86 1.11
C 1.58 -4.77 1.94
C 1.24 -5.01 3.29
C 0.90 -3.97 4.10
C 0.85 -2.66 3.57
C 1.17 -2.32 2.27
C 1.58 -3.43 1.44
H 2.62 -4.20 -1.74
H 2.52 -6.51 -0.83
H 1.89 -6.85 1.53
H 1.26 -6.02 3.66
H 0.64 -4.14 5.13
H 0.49 -1.90 4.25
N -3.83 2.20 5.41
C -3.21 1.29 5.07
N -2.51 0.23 4.73
C -1.66 0.02 3.88
N -0.84 -0.32 3.09
*
```

Results
Highest occupied orbital energy = -10.354 eV
HOMO-LUMO gap = 6.44 eV
Total energy = -81382.06197 eV